No. 1
Computed, not measured: a structure of composition C32H35LiN10O4S2 in a non-equilibrium geometry, with the ωB97M-V functional and the def2-TZVPD basis.

```
84
Properties=species:S:1:pos:R:3
S 2.983 0.946 -1.289
S -1.699 -3.075 -0.154
O -1.424 1.614 -0.673
O 1.373 -2.098 -3.042
O -0.340 4.463 -1.734
O 1.896 -3.201 1.353
N 2.743 -4.561 -0.223
N -0.195 0.084 0.603
N -1.383 0.289 2.510
N 2.024 2.187 0.857
N 0.348 -1.288 2.425
N -0.335 0.019 -2.844
N -3.276 -2.033 -2.537
N 1.655 -2.575 -0.833
N 1.155 2.881 -1.195
N -1.364 -1.830 -1.215
C -3.896 -3.069 -1.821
C -0.388 -0.362 1.841
C -0.336 1.396 -4.784
C 1.833 -2.851 -2.181
C 0.404 6.419 1.971
C -3.928 -4.648 0.006
C 2.710 6.023 1.414
C -1.573 -0.356 -3.108
C -1.660 1.080 -5.014
C 3.122 -5.471 0.830
C -1.972 1.243 1.618
C 1.679 1.931 3.966
C 0.507 4.075 -0.955
C 0.298 0.798 -3.703
C 1.752 6.652 2.203
C 2.318 5.160 0.411
C 2.548 -4.062 -2.530
C 2.030 2.054 -0.476
C 0.004 5.593 0.942
C 2.859 1.391 1.755
C 2.082 -3.397 0.129
C -1.182 1.023 0.362
C -1.715 0.197 3.896
C -5.155 -5.150 -0.439
C -5.738 -4.591 -1.549
C -2.287 0.150 -4.200
C -2.084 -1.476 -2.184
C -3.286 -3.629 -0.691
C 2.949 -4.865 -1.533
C 0.961 4.938 0.176
C 2.962 2.044 3.137
C -5.127 -3.551 -2.244
Li 0.592 -0.879 -1.141
H -6.686 -4.952 -1.902
H 3.792 -4.983 1.553
H -3.034 1.070 1.447
H -5.641 -5.957 0.081
H -1.021 -0.458 4.415
H -3.306 -0.166 -4.407
H 3.609 -6.329 0.361
H 3.749 6.232 1.592
H 0.815 2.380 3.452
H 3.061 4.663 -0.191
H -1.834 2.277 1.967
H 3.460 -5.798 -1.728
H -5.625 -3.133 -3.099
H 0.217 2.051 -5.429
H 0.855 2.488 -2.063
H -3.446 -5.067 0.885
H -1.039 5.424 0.721
H 0.966 -1.904 1.867
H 1.777 2.394 4.946
H 2.228 -5.801 1.371
H 2.064 7.304 2.998
H -3.666 -1.776 -3.425
H 3.833 1.309 1.280
H 3.779 1.568 3.685
H 1.357 2.826 1.257
H 2.429 0.385 1.804
H 1.437 0.877 4.114
H -1.665 1.178 4.363
H 2.741 -4.319 -3.566
H -0.342 6.911 2.571
H 0.038 -1.680 3.292
H 1.343 0.955 -3.507
H -2.186 1.508 -5.858
H 3.218 3.101 3.018
H -2.720 -0.206 4.024
```

The calculated total energy is -2893.0583 a.u. The gap between HOMO and LUMO comes out at 7.6 eV. The calculation puts the relative energy (zero: lowest compared OMol25 entry of this formula, charge and spin) at 0.0 kcal per mole. As for the HOMO energy: -7.21 eV.

No. 2
Computed, not measured: an isolated molecule of C2H4ClF2N in a non-equilibrium geometry, with the ωB97M-V functional and the def2-TZVPD basis.

```
10
Properties=species:S:1:pos:R:3
Cl 2.495 -0.347 -0.110
F 0.972 1.383 0.998
F 0.721 1.287 -1.109
N -1.476 -0.328 -0.089
C -0.094 -0.613 0.142
C 0.819 0.570 -0.011
H -0.013 -1.158 1.086
H -1.744 0.238 -0.876
H 0.118 -1.244 -0.685
H -1.798 0.213 0.654
```

The calculated total energy is -793.2725 a.u. The gap between HOMO and LUMO comes out at 11.1 eV. Its structure (SMILES) is NCC(F)(F)Cl. The calculation puts the relative energy (zero: lowest compared OMol25 entry of this formula, charge and spin) at 13.4 kcal per mole. As for the HOMO energy: -10.23 eV.

No. 3
Computed, not measured: a structure of composition C28H41AlBeBr6CaCl3F5NNaO13PS in a non-equilibrium geometry, with the ωB97M-V functional and the def2-TZVPD basis.

```
103
Properties=species:S:1:pos:R:3
Br 3.124 4.695 -3.494
Br 3.731 5.704 -0.512
Br -5.235 -0.535 3.776
Br 4.285 7.633 -3.020
Br -6.744 1.012 6.136
Br -3.564 0.633 6.244
Ca 0.473 2.508 -3.798
Cl 9.526 -2.130 3.632
Cl 8.344 0.202 2.364
Cl 6.701 -1.550 3.999
S 3.333 -0.966 5.579
P 0.409 2.008 2.832
Al 1.303 5.941 -7.601
Na 4.327 -3.728 0.577
F -0.170 6.179 -8.485
F 1.708 7.379 -6.710
F 1.073 4.624 -6.456
F 5.561 -1.881 -3.397
F 2.593 5.525 -8.682
O 2.408 -0.046 6.258
O 2.554 -2.045 4.948
O 4.258 -1.528 6.568
O 1.033 -0.869 -2.959
O 0.353 1.068 4.204
O -2.348 -2.495 4.031
O 4.095 -0.253 4.544
O -0.746 3.181 3.100
O -7.549 -3.076 -2.939
O -2.468 1.118 -2.168
O 1.785 2.548 2.752
O 2.487 2.340 0.163
O -0.968 0.900 -3.794
N 4.537 0.128 0.240
C -3.372 -1.342 0.636
C 2.788 -0.738 -1.266
C -5.250 -0.118 5.665
C -5.344 -2.249 -0.891
C 4.180 -1.572 -3.357
C -3.074 -2.894 0.909
C 3.224 0.133 -0.320
C 3.340 -1.560 1.783
C 4.452 -0.455 1.644
C 0.750 0.601 0.358
C 8.311 -0.856 3.781
C -0.123 0.894 1.464
C -1.472 0.296 1.547
C -3.597 1.676 2.285
C 2.152 1.187 0.127
C 3.363 -2.476 -4.352
C -2.431 0.629 2.707
C 3.188 6.224 -2.291
C -1.909 -1.199 -3.077
C -1.757 0.326 -3.012
C 0.279 -0.358 -0.660
C 1.312 -0.695 -1.789
C -4.320 -1.064 -0.593
C -1.970 -0.656 0.529
C -1.067 -0.969 -0.593
C -8.833 -2.457 -2.898
C 3.718 -1.851 -1.873
C -1.439 -1.936 -1.755
Be 4.987 8.699 -0.710
H 4.594 -2.011 -1.186
H -1.956 1.073 3.609
H 3.986 -0.506 -3.621
H -3.938 -1.006 1.541
H -2.090 -1.616 4.325
H -3.075 2.637 2.047
H 8.546 -0.261 4.658
H -1.033 3.565 2.253
H -4.251 1.296 1.468
H -5.725 -2.556 0.122
H -2.078 -2.946 1.412
H 2.300 -1.171 1.856
H 4.335 0.346 2.420
H -8.976 -1.835 -3.785
H -9.613 -3.220 -2.852
H 2.896 -1.789 -5.108
H 2.178 6.612 -2.215
H -2.879 -0.369 3.052
H 3.539 -2.114 2.743
H -4.980 -0.199 -0.293
H 5.430 -0.968 1.843
H 4.872 1.085 0.396
H -4.181 1.868 3.220
H 3.490 -2.311 0.953
H -0.509 -2.505 -2.024
H -3.162 -3.536 0.005
H 3.116 -2.800 -1.849
H -3.840 -3.260 1.641
H 2.535 -3.054 -3.882
H -1.248 -1.542 -3.916
H 0.999 1.508 4.797
H 4.022 -3.178 -4.922
H -6.172 -1.940 -1.560
H -7.522 -3.622 -3.732
H -4.770 -3.114 -1.307
H -2.944 -1.508 -3.393
H -3.810 -0.742 -1.528
H -5.380 -1.056 6.195
H -8.890 -1.832 -2.008
H -1.916 1.836 -1.810
H -2.198 -2.705 -1.497
```

The calculated total energy is -21284.6092 a.u. The gap between HOMO and LUMO comes out at 1.3 eV. The calculation puts the relative energy (zero: lowest compared OMol25 entry of this formula, charge and spin) at 0.0 kcal per mole. As for the HOMO energy: -8.79 eV. Its total charge is +1.

No. 4
Computed, not measured: a cluster of 2 separate species, C3H5NO3 in total, with the ωB97M-V functional and the def2-TZVPD basis.

```
12
Properties=species:S:1:pos:R:3
O -0.309 -1.053 -0.626
O 3.915 0.415 0.330
O 2.154 0.083 -0.983
N -1.356 0.850 0.398
C 2.879 -0.128 0.103
C -1.134 -0.329 -0.155
C -2.513 -0.059 0.268
H -2.907 -0.427 1.206
H 1.315 -0.430 -0.985
H -3.256 0.137 -0.496
H -1.218 1.809 0.136
H 2.431 -0.866 0.804
```

The calculated total energy is -397.7415 a.u. The gap between HOMO and LUMO comes out at 10.7 eV. Its structure (SMILES) is O=C1CN1.O=CO. The calculation puts the relative energy (zero: lowest compared OMol25 entry of this formula, charge and spin) at 59.7 kcal per mole. As for the HOMO energy: -10.15 eV.